[1]
Computed, not measured: a structure of composition C39H38AsBaCl4N11O4P2, with wB97M-V/def2-TZVPD.

```
! RIJCOSX wB97M-V def2-TZVPD def2/J DEFGRID3
* xyz -2 1
Ba 0.161 0.099 -0.490
N -0.596 2.164 2.953
C -1.756 1.934 2.250
N -2.917 2.493 2.621
N -3.796 2.077 1.711
N -3.203 1.309 0.846
N -1.901 1.191 1.156
C 0.585 1.449 2.918
N 1.403 1.429 3.971
N 2.448 0.710 3.561
N 2.274 0.309 2.345
N 1.092 0.767 1.884
H -0.762 2.586 3.853
O -0.919 1.937 -1.657
P -1.915 1.540 -2.657
C -2.977 0.128 -2.162
P -2.332 -1.573 -2.121
O -1.230 -1.763 -1.175
C -1.898 -2.118 -3.785
C -2.878 -2.375 -4.739
C -2.517 -2.862 -5.982
C -1.179 -3.096 -6.265
C -0.204 -2.844 -5.313
C -0.557 -2.357 -4.061
C -3.748 -2.621 -1.676
C -5.075 -2.207 -1.674
C -6.082 -3.101 -1.345
C -5.767 -4.408 -1.011
C -4.443 -4.821 -0.997
C -3.436 -3.932 -1.330
C -3.110 2.860 -2.964
C -3.104 3.613 -4.130
C -3.992 4.667 -4.273
C -4.879 4.970 -3.250
C -4.874 4.226 -2.078
C -3.991 3.170 -1.930
C -1.087 1.138 -4.207
C -1.759 0.764 -5.368
C -1.041 0.461 -6.509
C 0.348 0.517 -6.490
C 1.020 0.886 -5.337
C 0.300 1.212 -4.195
H -3.839 0.154 -2.837
H -3.308 0.365 -1.130
H -3.925 -2.215 -4.502
H -3.277 -3.069 -6.725
H -0.895 -3.479 -7.239
H 0.841 -3.026 -5.524
H 0.209 -2.174 -3.307
H -5.331 -1.180 -1.895
H -7.112 -2.768 -1.331
H -6.553 -5.104 -0.743
H -4.193 -5.836 -0.713
H -2.397 -4.237 -1.299
H -2.399 3.383 -4.920
H -3.984 5.257 -5.181
H -5.569 5.797 -3.363
H -5.548 4.472 -1.267
H -3.962 2.609 -1.000
H -2.843 0.703 -5.380
H -1.560 0.158 -7.409
H 0.907 0.254 -7.379
H 2.102 0.913 -5.304
H 0.822 1.515 -3.294
Cl 6.045 1.292 -4.814
C 4.772 0.468 -3.968
C 4.518 -0.862 -4.220
Cl 5.470 -1.739 -5.379
C 3.482 -1.502 -3.522
Cl 3.144 -3.180 -3.847
C 2.676 -0.858 -2.578
O 1.684 -1.418 -1.984
C 2.952 0.550 -2.306
O 2.191 1.175 -1.484
C 3.994 1.152 -3.021
Cl 4.271 2.842 -2.742
C 4.008 -2.095 3.278
N 3.094 -2.725 2.340
C 3.574 -2.871 0.972
C 1.790 -2.633 2.504
N 0.642 -2.611 2.655
H 4.744 -2.831 3.621
H 3.462 -1.679 4.118
H 4.520 -1.260 2.797
H 4.428 -3.553 0.955
H 3.876 -1.902 0.561
H 2.782 -3.273 0.344
C -2.606 -3.842 2.519
As -2.607 -1.918 2.065
C -2.325 -1.195 3.861
C -4.584 -1.759 2.075
H -3.188 -4.037 3.423
H -1.577 -4.165 2.668
H -3.042 -4.399 1.688
H -2.860 -1.788 4.607
H -2.695 -0.169 3.877
H -1.258 -1.191 4.077
H -5.007 -2.168 2.996
H -4.997 -2.302 1.223
H -4.853 -0.707 1.984
*
```

Relative energy (zero: lowest compared OMol25 entry of this formula, charge and spin): 112.3 kJ/mol
Kohn-Sham gap: 5.2 eV

Here are the Mulliken charges for atoms 1 to 2, given in e: number 1, Ba, carries 2.71; number 2, N, carries -0.12

[2]
Computed, not measured: a structure of composition C39H38AsBaCl4N11O4P2, with wB97M-V/def2-TZVPD.

```
! RIJCOSX wB97M-V def2-TZVPD def2/J DEFGRID3
* xyz -2 1
Ba 1.332 -0.653 -1.325
N -0.766 -2.049 -4.800
C 0.546 -2.515 -4.663
N 1.054 -3.355 -5.554
N 2.279 -3.635 -5.065
N 2.483 -2.988 -3.969
N 1.379 -2.261 -3.661
C -1.202 -0.788 -4.433
N -2.272 -0.231 -4.997
N -2.408 0.943 -4.351
N -1.476 1.067 -3.465
N -0.682 -0.029 -3.471
H -1.180 -2.370 -5.661
O -0.240 0.975 0.179
P -1.318 0.965 1.203
C -1.653 -0.677 1.886
P -1.767 -2.040 0.682
O -0.537 -2.247 -0.121
C -2.076 -3.450 1.771
C -0.961 -3.925 2.465
C -1.092 -4.998 3.331
C -2.330 -5.604 3.506
C -3.436 -5.142 2.808
C -3.310 -4.066 1.939
C -3.220 -1.705 -0.319
C -3.072 -1.781 -1.700
C -4.127 -1.419 -2.531
C -5.320 -0.986 -1.978
C -5.474 -0.907 -0.597
C -4.424 -1.261 0.231
C -2.884 1.584 0.566
C -3.011 1.653 -0.815
C -4.219 2.040 -1.383
C -5.287 2.379 -0.567
C -5.157 2.327 0.819
C -3.959 1.925 1.387
C -0.888 1.995 2.626
C -1.442 1.843 3.893
C -1.045 2.670 4.931
C -0.087 3.652 4.708
C 0.473 3.802 3.448
C 0.075 2.975 2.408
H -2.581 -0.654 2.466
H -0.816 -0.920 2.553
H 0.009 -3.463 2.308
H -0.223 -5.366 3.860
H -2.429 -6.446 4.179
H -4.398 -5.625 2.930
H -4.170 -3.723 1.377
H -2.128 -2.096 -2.127
H -3.983 -1.432 -3.604
H -6.132 -0.683 -2.628
H -6.401 -0.545 -0.169
H -4.535 -1.160 1.306
H -2.187 1.390 -1.472
H -4.299 2.051 -2.463
H -6.230 2.681 -1.006
H -5.991 2.598 1.455
H -3.864 1.888 2.467
H -2.163 1.058 4.088
H -1.469 2.538 5.919
H 0.231 4.291 5.522
H 1.234 4.553 3.276
H 0.528 3.059 1.426
Cl 7.692 -3.012 1.695
C 6.549 -2.057 0.792
C 6.990 -1.100 -0.095
Cl 8.693 -0.830 -0.331
C 6.047 -0.343 -0.815
Cl 6.583 0.915 -1.897
C 4.668 -0.522 -0.686
O 3.792 0.198 -1.309
C 4.198 -1.534 0.261
O 2.931 -1.673 0.441
C 5.168 -2.260 0.963
Cl 4.595 -3.418 2.133
C 3.608 1.336 4.214
N 2.903 1.071 2.969
C 3.713 1.177 1.751
C 1.919 0.180 3.041
N 1.008 -0.525 3.152
H 4.400 0.601 4.393
H 2.903 1.316 5.044
H 4.058 2.327 4.154
H 4.559 0.487 1.778
H 4.078 2.203 1.674
H 3.119 0.946 0.874
C 0.883 3.882 -3.667
As 1.909 2.498 -2.728
C 3.555 3.500 -2.379
C 2.548 1.522 -4.297
H 1.468 4.321 -4.477
H 0.586 4.665 -2.968
H -0.018 3.416 -4.066
H 3.923 3.991 -3.282
H 4.289 2.775 -2.024
H 3.384 4.248 -1.603
H 2.959 2.211 -5.037
H 1.720 0.958 -4.726
H 3.320 0.824 -3.970
*
```

Relative energy (zero: lowest compared OMol25 entry of this formula, charge and spin): 42.6 kJ/mol
Kohn-Sham gap: 5.0 eV

Here are the Mulliken charges for atoms 1 to 2, given in e: number 1, Ba, carries 1.51; number 2, N, carries 0.00

[3]
Computed, not measured: a structure of composition C39H38AsN5ORuS2Si, with wB97M-V/def2-TZVPD.

```
! RIJCOSX wB97M-V def2-TZVPD def2/J DEFGRID3
* xyz 1 2
Ru -0.386 -0.448 -0.214
N 0.958 0.263 3.818
C 0.310 0.228 2.644
S -0.222 -1.366 2.092
N 0.076 1.341 2.013
N -0.496 1.222 0.824
C -1.124 2.242 0.254
C -0.902 3.648 0.616
C -0.704 4.590 -0.400
C -0.442 5.912 -0.090
C -0.393 6.327 1.233
C -0.617 5.408 2.248
C -0.861 4.079 1.947
C -2.086 1.811 -0.732
C -3.044 2.655 -1.305
C -4.051 2.120 -2.077
C -4.114 0.743 -2.271
C -3.124 -0.037 -1.711
N -2.139 0.473 -0.980
H 0.941 -0.556 4.400
H 1.175 1.155 4.231
H -0.714 4.266 -1.434
H -0.263 6.625 -0.885
H -0.175 7.359 1.471
H -0.600 5.726 3.282
H -1.050 3.375 2.739
H -3.000 3.713 -1.090
H -4.803 2.763 -2.515
H -4.914 0.287 -2.836
H -3.125 -1.110 -1.844
C 3.281 -6.029 0.373
Si 3.400 -4.177 0.028
C 4.768 -3.814 -1.215
C 3.576 -3.275 1.673
C 1.744 -3.745 -0.834
C 0.965 -4.738 -1.421
C -0.311 -4.466 -1.907
C -0.834 -3.207 -1.712
N -0.117 -2.228 -1.161
C 1.166 -2.465 -0.802
S 1.978 -1.028 -0.259
H 4.105 -6.340 1.018
H 3.342 -6.623 -0.541
H 2.350 -6.281 0.884
H 5.712 -4.270 -0.909
H 4.938 -2.741 -1.322
H 4.508 -4.217 -2.196
H 4.173 -3.873 2.367
H 2.598 -3.108 2.128
H 4.057 -2.306 1.563
H 1.356 -5.746 -1.487
H -0.913 -5.232 -2.375
H -1.852 -2.963 -1.993
O 0.412 0.410 -2.311
As 0.374 0.245 -3.946
C -0.075 1.962 -4.693
C -0.744 2.117 -5.901
C -1.045 3.395 -6.352
C -0.668 4.503 -5.608
C 0.010 4.345 -4.406
C 0.303 3.072 -3.943
C -0.926 -1.039 -4.587
C -2.260 -0.668 -4.714
C -3.196 -1.590 -5.156
C -2.798 -2.883 -5.468
C -1.466 -3.255 -5.346
C -0.529 -2.334 -4.902
C 2.045 -0.399 -4.652
C 3.032 -0.869 -3.799
C 4.177 -1.443 -4.335
C 4.327 -1.542 -5.710
C 3.344 -1.052 -6.561
C 2.199 -0.480 -6.033
H -1.029 1.253 -6.489
H -1.571 3.523 -7.289
H -0.898 5.497 -5.970
H 0.317 5.211 -3.835
H 0.820 2.920 -3.002
H -2.554 0.350 -4.482
H -4.233 -1.300 -5.275
H -3.527 -3.598 -5.825
H -1.154 -4.258 -5.606
H 0.514 -2.615 -4.807
H 2.902 -0.774 -2.727
H 4.952 -1.821 -3.682
H 5.216 -2.000 -6.125
H 3.465 -1.122 -7.634
H 1.424 -0.098 -6.690
*
```

⟨S²⟩: 0.76
Relative energy (zero: lowest compared OMol25 entry of this formula, charge and spin): 95.1 kJ/mol
Kohn-Sham gap (spin up / spin down): 6.7 / 6.3 eV

Here are the Mulliken charges for atoms 1 to 2, given in e: number 1, Ru, carries 0.19; number 2, N, carries -0.38

[4]
Computed, not measured: a cluster of 9 separate species, C39H38BF4O23 in total, with wB97M-V/def2-TZVPD.

```
! RIJCOSX wB97M-V def2-TZVPD def2/J DEFGRID3
* xyz -1 1
B -0.354 1.053 0.663
F 0.506 0.143 0.095
F -1.200 1.526 -0.289
F -0.951 0.435 1.744
F 0.367 2.214 1.098
C 5.426 4.874 -0.176
C 6.111 3.637 0.361
C 5.402 2.557 1.092
O 5.954 1.581 1.493
C 3.895 2.683 1.217
C 3.170 3.923 0.649
C 3.995 5.031 -0.099
O 3.411 6.031 -0.384
O 1.937 4.337 1.034
O 7.401 3.494 0.147
H 5.907 5.632 -0.644
H 3.191 2.154 2.075
H 1.390 3.623 1.237
H 7.458 2.454 0.214
C 3.328 -5.203 0.501
C 2.896 -3.647 0.320
C 3.885 -2.579 0.311
O 3.564 -1.397 0.331
C 5.296 -2.930 0.326
C 5.677 -4.375 0.309
C 4.732 -5.504 0.405
O 5.043 -6.704 0.430
O 7.051 -4.857 0.162
O 1.607 -3.287 0.474
H 2.414 -5.998 0.614
H 5.885 -2.028 0.374
H 6.925 -5.665 0.303
H 1.349 -2.386 0.220
C -4.372 -1.222 -4.390
C -4.351 -2.410 -3.465
C -4.007 -2.196 -2.083
O -3.838 -3.161 -1.294
C -3.710 -0.828 -1.666
C -3.537 0.339 -2.651
C -4.145 0.110 -4.025
O -4.320 1.084 -4.687
O -2.844 1.423 -2.404
O -4.576 -3.683 -3.894
H -4.612 -1.573 -5.420
H -3.299 -0.682 -0.658
H -2.328 1.455 -1.527
H -4.591 -4.272 -3.166
C 0.386 6.976 -2.624
C 1.525 6.149 -3.087
C 1.731 4.766 -2.789
O 2.653 4.157 -3.318
C 0.675 4.165 -1.963
C -0.508 4.878 -1.386
C -0.820 6.275 -1.922
O -1.790 6.887 -1.636
O -1.232 4.280 -0.387
O 2.556 6.813 -3.744
H 0.118 7.945 -2.714
H 0.867 3.293 -1.660
H -0.972 3.402 -0.418
H 3.370 6.308 -3.502
C 0.078 -6.468 2.739
C -0.163 -6.512 1.286
C -0.583 -5.454 0.428
O -0.748 -5.565 -0.774
C -1.033 -4.256 1.136
C -0.760 -4.030 2.627
C -0.138 -5.126 3.316
O 0.043 -5.011 4.562
O -0.758 -2.742 3.246
O -0.110 -7.703 0.562
H 0.334 -7.365 3.227
H -1.496 -3.488 0.651
H -0.995 -2.198 2.443
H -0.084 -7.431 -0.447
C -4.203 -0.263 3.024
C -4.987 -1.146 2.085
O -5.576 -0.678 1.137
C -4.735 -2.652 2.272
H -3.095 -0.511 2.903
H -4.245 -0.710 4.031
H -4.669 0.807 3.212
H -4.804 -3.181 1.285
H -5.330 -3.129 3.139
H -3.831 -2.766 2.711
C -2.985 3.620 2.887
C -3.308 3.285 4.332
O -4.003 3.944 4.995
C -2.436 2.250 4.986
H -2.775 2.586 2.350
H -2.164 4.359 2.636
H -3.825 3.784 2.498
H -2.437 1.465 4.405
H -2.801 1.929 5.966
H -1.470 2.664 5.103
C -0.005 -1.568 -3.073
C 0.743 -0.605 -4.013
O 1.207 -1.013 -5.066
C 0.535 0.921 -3.715
H 0.027 -1.128 -2.104
H 0.316 -2.558 -3.040
H -0.962 -1.732 -3.401
H 1.332 1.569 -3.937
H 0.615 1.022 -2.678
H -0.384 1.287 -4.075
*
```

Relative energy (zero: lowest compared OMol25 entry of this formula, charge and spin): 33.0 kJ/mol
Kohn-Sham gap: 6.2 eV

Here are the Mulliken charges for atoms 1 to 2, given in e: number 1, B, carries 0.02; number 2, F, carries -0.29

[5]
Computed, not measured: a structure of composition C39H38N2P2Pd, with wB97M-V/def2-TZVPD.

```
! RIJCOSX wB97M-V def2-TZVPD def2/J DEFGRID3
* xyz -2 1
Pd 0.311 -0.660 -0.267
C 2.324 1.747 -1.894
P 0.551 1.991 -1.420
C 0.648 3.865 -1.609
C 0.362 4.590 -2.755
C 0.632 5.953 -2.818
C 1.184 6.602 -1.739
C 1.445 5.912 -0.555
C 1.133 4.563 -0.484
C -0.473 1.672 -2.923
C -1.700 2.322 -2.946
C -2.551 2.204 -4.020
C -2.242 1.417 -5.111
C -1.054 0.740 -5.087
C -0.207 0.817 -3.979
C 3.030 1.215 -0.663
C 4.358 1.160 -0.262
C 4.408 0.192 0.789
C 3.092 -0.244 0.954
C 2.487 -1.337 1.794
P 0.671 -0.966 1.831
C 0.785 0.329 3.113
C 0.285 1.571 2.771
C 0.344 2.610 3.669
C 0.914 2.435 4.923
C 1.408 1.190 5.287
C 1.353 0.151 4.376
C 0.061 -2.300 2.895
C 0.141 -3.610 2.380
C -0.438 -4.656 3.048
C -1.229 -4.454 4.209
C -1.370 -3.162 4.669
C -0.742 -2.099 4.021
N 2.288 0.363 0.067
H 2.764 2.687 -2.253
H 2.392 1.031 -2.704
H -0.094 4.109 -3.600
H 0.447 6.526 -3.705
H 1.469 7.630 -1.780
H 1.823 6.469 0.297
H 1.311 4.013 0.430
H -1.987 2.955 -2.111
H -3.496 2.759 -4.017
H -2.910 1.336 -5.960
H -0.788 0.107 -5.932
H 0.701 0.225 -3.965
H 5.216 1.657 -0.670
H 5.256 -0.031 1.401
H 2.924 -1.342 2.799
H 2.671 -2.303 1.332
H -0.091 1.698 1.728
H -0.030 3.624 3.425
H 0.934 3.270 5.610
H 1.911 1.058 6.235
H 1.707 -0.820 4.657
H 0.632 -3.733 1.415
H -0.390 -5.647 2.601
H -1.686 -5.279 4.750
H -1.983 -2.980 5.541
H -0.877 -1.098 4.407
C -3.210 -1.357 -2.133
N -2.907 -1.393 -0.725
C -3.659 -0.545 0.158
C -2.631 -2.695 -0.204
C -1.372 -3.317 -0.815
C -1.333 -4.710 -0.854
C -0.193 -5.367 -1.277
C 0.882 -4.612 -1.733
C 0.814 -3.222 -1.696
C -0.292 -2.491 -1.185
H -4.210 -1.781 -2.406
H -2.410 -1.908 -2.651
H -3.125 -0.328 -2.487
H -4.692 -0.882 0.406
H -3.749 0.446 -0.307
H -3.127 -0.401 1.094
H -3.486 -3.383 -0.334
H -2.486 -2.600 0.897
H -2.169 -5.276 -0.501
H -0.165 -6.444 -1.286
H 1.791 -5.089 -2.086
H 1.697 -2.687 -2.072
*
```

Kohn-Sham gap: 3.9 eV

Here are the Mulliken charges for atoms 1 to 2, given in e: number 1, Pd, carries -1.92; number 2, C, carries -1.10

| no. | strongest force on any atom (eV/Å) |
| --- | --- |
| 1 | 2.64 |
| 2 | 0.57 |
| 3 | 2.01 |
| 4 | 12.86 |
| 5 | 1.55 |